Density functional theory data (wB97M-V/def2-TZVPD) for a 12-piece molecular cluster, C66H168N12O21 overall at a distorted geometry.

The HOMO-LUMO gap comes out at 0.322 Eh. The HOMO energy is -8.3115 eV. Its net charge is 0. As for the SMILES: COC[C@H](C)N.COC[C@H](C)N.COC[C@H](C)N.COCCNCCOC.COCCNCCOC.COCCNCCOC.COCCNCCOC.COCCNCCOC.COCCNCCOC.COCCNCCOC.COCCNCCOC.COCCNCCOC. The calculation puts the total energy at -132030.4554 eV. The calculation puts the energy relative to the best compared isomer or geometry (same formula, charge and spin) at 0.577 eV.

```
267
C66H168N12O21 (wB97M-V/def2-TZVPD)
H -9.41041 4.82250 0.96092
H -2.27226 -4.93893 -4.17656
H 0.95131 2.74888 -4.26062
H 4.31313 4.51061 -0.72819
H -0.67377 -2.01649 2.59851
N 8.24687 1.71626 -0.18682
C -2.15632 -5.26260 -0.84894
C -1.67688 1.06209 -0.36762
N 5.44309 4.37431 -5.04062
H 1.27610 -1.50233 4.22565
C 6.96903 3.74787 -0.39136
H -2.88949 2.45248 3.81771
H -1.95710 4.92407 -4.42137
H 2.68266 2.80079 -6.35993
H 0.18267 -11.22869 -3.25762
H 1.77546 -1.10010 1.90115
H 7.63870 1.48610 -0.97205
H -4.91143 -4.44872 2.09175
C -4.49631 -1.42732 -1.49243
C -9.14179 5.53702 0.19884
H 3.53943 5.83401 5.36417
H 4.71907 0.86873 2.61149
H -1.07343 2.56655 -1.79512
C -6.30344 0.64486 1.04675
O 3.56486 -3.53091 -1.74534
H 6.11990 8.15358 -2.30491
H 0.05076 -0.35183 6.05035
H 0.64461 1.90556 5.26792
H 0.05842 -1.42737 -3.38787
C 3.56503 4.41782 3.73081
H 9.44079 0.05050 -0.11026
H -6.74167 -1.26105 0.19179
N 2.46488 -2.89384 -4.27647
H -2.33955 -6.83779 3.44326
C -5.37803 -2.22998 -2.40474
C 7.58595 2.78688 0.53784
H 6.65024 4.60140 0.16642
H -5.77057 -5.38805 0.89761
C -0.59754 1.94298 -1.00131
C -2.61627 4.93428 1.69245
H -5.02024 7.29923 -3.13245
H -5.29750 5.11355 -2.89189
O -1.52749 -2.68822 -2.92995
H 8.56974 -0.85438 1.95989
C 0.92150 -9.31979 -2.62808
H -5.90657 1.77507 3.40323
H -0.93257 0.41643 4.01869
C 0.32915 -3.76470 1.06621
H 4.44931 1.05976 0.83228
O -0.36806 -2.61935 0.66798
C -0.05169 0.90944 3.68366
H -5.14166 2.68118 -2.24193
C -6.94285 1.43064 3.16026
O 0.37753 1.15927 -1.63251
C -3.21822 -5.46371 0.23078
H 1.83865 1.65527 -0.30402
C 8.87355 0.70211 0.54026
H 2.63166 -6.47604 -2.56734
H 1.35211 -3.54119 1.44548
H -3.93602 1.74015 -2.88014
C -4.65961 5.46818 0.70944
H 7.07372 -2.60742 1.90515
N 3.79439 3.01110 3.49038
C 6.36993 -1.88167 1.49110
O -3.88253 3.72838 -3.52895
H 2.21167 -11.87948 -5.51929
H -2.64705 -5.53065 1.17541
H -9.86660 5.52090 -0.61329
C 2.66714 4.07125 7.28257
H 7.39631 0.42842 2.12701
C 4.75481 -4.24830 -2.06720
H -5.03259 5.77817 -0.28821
H 2.62295 -1.69651 -1.75571
H -3.32109 -4.31891 -2.26381
O 2.54805 3.99346 -4.67249
C -1.82304 -4.42649 4.74119
H 9.58520 1.16837 1.22827
H -2.29751 1.78651 0.18263
C -0.77896 -3.87273 -3.04100
H 5.41983 4.81768 -2.14435
H -0.27277 -4.27764 1.82121
H -2.48553 5.92424 2.12319
H 1.75637 2.78784 -1.69561
H -5.85477 3.59657 0.83762
H -3.17417 4.35848 2.44226
C 3.26346 3.16248 -5.51986
H 0.68617 -10.19384 -4.58605
H 3.45664 3.35510 7.47101
H -1.37034 -5.26613 5.26846
C 1.74362 -7.03482 -2.29356
O -6.90677 0.30298 2.30125
H -0.13360 -4.00075 -2.16068
H -7.48053 2.26559 2.66616
N -4.08039 7.39887 -3.41735
H -1.79622 6.64710 -4.92574
C 1.16234 3.77089 -4.60371
C -7.70219 5.28448 -0.12056
H -1.19988 2.04419 2.38023
H -1.37275 -0.67766 -2.69782
H -6.04759 -2.86403 -1.82918
H 2.98110 3.08407 1.60915
H 4.93235 4.91304 -4.34769
H -1.02767 -3.16850 6.89297
H -3.15297 -1.35571 5.71549
H 2.64339 -4.13135 6.45839
H 7.89056 5.42876 -3.93357
H -1.02036 -3.81658 4.30806
H -2.06935 -4.11697 7.47446
H -7.06485 6.08547 1.71267
H 3.44825 -1.20069 2.67360
C -5.87681 -0.62244 0.40036
H -5.67835 0.13905 -1.47920
H 3.52284 2.24555 -5.02653
H 4.24008 3.58743 -2.29047
H -0.18147 2.62187 -0.21454
H 0.92539 -6.41469 -2.59784
O 5.87715 3.20142 -1.09564
C 1.70697 -7.12299 -0.77361
N 1.77187 -8.23126 -3.05812
C -1.24340 -2.10150 1.65634
C -0.37613 2.20709 3.09705
H 6.07285 6.08839 -6.29551
O 2.55283 4.13612 5.88131
C -4.08115 2.74862 -2.47959
H -1.63183 4.46365 1.54974
C -0.74409 -1.56799 -2.65891
H 2.43041 -7.82297 -0.30582
H 4.75137 -4.34031 -3.16520
H 1.11068 -9.72556 -1.63456
H 2.42317 1.14825 -1.81291
H -7.40607 1.21491 4.11177
C 0.92931 -10.50802 -3.55142
H 4.35491 -1.61896 -1.72586
C -10.26474 6.94585 1.71471
H 1.62402 0.29458 6.51637
C -3.67493 6.06366 -3.95507
H 7.95646 6.77480 -5.00669
H 8.31706 3.28593 1.18460
H -3.58416 -3.87746 5.84892
C 2.80960 -0.76038 1.89313
H -4.81910 -2.92556 -3.00760
H -3.49877 -6.39952 4.77448
C 3.23186 -0.54251 -4.21446
C 2.49100 -3.43847 5.63603
O -2.63761 -4.81708 3.63895
H -1.44815 -6.10172 -0.80429
N -7.06210 5.23095 1.16959
H 4.41843 -2.34194 -4.15078
N -5.07856 -0.29941 -0.78904
H -4.83663 -1.44102 -4.81981
C 7.92908 -0.16439 1.38291
C 1.65418 1.74954 -1.36834
H -5.28791 -1.21713 1.08295
H -2.40340 -0.34055 1.93822
H -2.05704 -2.83645 1.86945
H -1.57610 6.22481 -3.25539
H -0.33011 -1.55831 -1.64981
H 0.61600 -8.15191 1.66228
H 1.97503 -3.95790 4.81054
H 0.40218 0.26025 2.94398
H 4.06993 4.69199 -6.63848
H 3.02679 2.50322 3.90146
H 2.73613 -3.11417 -5.23236
O 2.27210 -11.07143 -3.56675
H -3.96516 -6.24807 3.08780
H -0.83911 -7.16294 1.28828
H -6.05939 -0.12345 -4.78668
H 7.12362 4.65857 -6.20909
H 2.58811 4.67137 3.28324
H 0.75933 4.48696 -3.88341
C -4.23728 5.05131 -3.00632
H 3.16812 -1.01813 0.87694
H -7.60393 4.30294 -0.59080
H -2.61300 -1.19860 0.36633
C -5.72982 4.58595 1.30225
C 3.60816 4.76415 5.21999
H -4.73347 -0.06558 -3.63511
H -3.47820 2.91746 -1.57407
C 6.88937 7.48845 -2.71517
N -0.99722 0.14246 0.54823
H -5.64644 4.34721 2.33199
H 6.85251 2.47850 1.28992
H 3.93853 0.18134 -3.75182
H 4.71545 -5.24866 -1.66503
C -2.82760 -2.09907 4.97141
H -2.30732 0.60436 -1.16055
C 6.46951 5.32522 -5.62173
H -3.60079 -1.02111 -2.00364
O 7.03099 -0.90023 0.63737
H -4.50993 6.40586 1.25051
H 4.51513 4.40774 5.70560
O -0.87380 3.07697 4.11192
H -3.85403 -6.34854 0.09506
C 7.25686 6.06953 -4.53916
C -2.15781 5.96926 -4.14945
H 2.41615 -3.76750 -3.76482
C -2.13331 2.79137 4.56989
H 2.84207 -0.92897 4.94938
C 2.41754 -12.15302 -4.48538
C -5.19783 -4.45247 1.05379
C 0.21415 -7.31012 1.07152
N 0.88874 1.07305 4.74046
C 1.02681 -0.02635 5.67405
H -10.12311 6.17741 2.51408
H -5.84725 -3.60847 0.82793
H 0.72345 -6.39246 1.38573
C 4.89945 4.07342 -1.56165
H 2.68790 -8.57246 -3.30209
H -2.59394 3.67499 5.02130
H -3.86729 5.15668 -2.00069
H -4.00708 8.07397 -4.20138
H -0.35057 -0.34835 -0.05438
H 5.64330 -3.75650 -1.68401
H 3.52607 -3.18524 5.36813
C -1.74791 -5.01979 -3.22658
H 2.20592 -0.23472 -3.95371
H -1.93570 -1.71014 4.46415
H -5.41908 1.24796 1.21047
C 1.82549 -1.20082 5.10736
O -9.22217 6.81723 0.79643
H -11.27421 6.75131 1.31880
H -0.16386 -3.82373 -3.94873
H 2.85380 5.05506 7.70418
O 0.41157 -7.42806 -0.33258
N -2.04027 -3.26585 6.96428
H -6.97678 1.16901 0.35200
C 4.48965 3.84256 -6.05209
H -1.18360 -5.94115 -3.26023
C -2.61382 -3.42830 5.64544
H -2.00863 1.97696 5.30630
H 1.82238 -13.00495 -4.19429
H -4.19758 5.89441 -4.91437
O -3.36447 4.93265 0.49220
H -0.10851 -8.94560 -2.57287
H 3.38070 -0.54494 -5.28605
H -10.20276 7.92069 2.19943
H 5.02056 3.13210 -6.70699
H 7.79186 8.08422 -2.91887
H 2.00663 -6.15086 -0.33635
H -3.51522 -2.17572 4.13219
N -2.75748 -5.17866 -2.19655
C 3.88131 2.71833 2.12295
H 3.47611 -12.46315 -4.43065
C -5.39525 -0.71883 -4.18665
H -7.37146 6.04705 -0.83236
H 7.66304 4.16714 -1.12403
H 4.75099 3.26483 1.72226
O -6.19988 -1.38052 -3.22038
O 6.34927 6.83018 -3.79896
O 2.75668 0.66576 2.01338
H 4.39617 5.03297 3.29530
O 1.80679 -2.32794 6.03353
H 5.62831 -2.36716 0.85229
H 0.67423 3.91865 -5.58089
H 7.10421 6.75274 -1.90789
H -1.66397 -4.33178 -0.59811
H 5.78690 -1.39273 2.27897
H -4.09832 -2.13608 -0.77571
H 0.46933 2.72753 2.62552
H 0.42941 -4.49599 0.26491
H 1.73239 3.69244 7.68157
O -4.05055 -4.31253 0.23229
C -1.90336 -0.81183 1.09257
C 4.01225 1.18707 1.82025
C -3.12744 -6.12114 3.75105
C 3.51321 -2.16033 -2.18163
C 3.47186 -2.04433 -3.70908
```